Record 1
17
Properties=species:S:1:pos:R:3:forces:R:3 method="wB97M-V/def2-TZVPD" orbital_gap_ha=0.323 total_charge=0 homo_energy_ev=-8.238 de_lowest_kj_mol=425.3
C 0.3536 -0.1300 1.8091 0.19 0.27 -0.86
O 0.4791 -0.6457 0.5022 -0.57 -0.58 0.14
C 1.6701 -0.2942 2.5470 -0.38 0.76 0.21
H -0.4770 -0.6254 2.3500 0.25 0.16 -0.07
H 0.1331 0.9550 1.7544 -0.14 -0.24 0.14
H 1.5643 0.2549 3.5018 0.42 -0.37 -0.21
H 2.4516 0.1736 1.9247 -0.16 -0.28 0.41
H 1.8901 -1.3443 2.7207 0.14 -0.02 0.04
C -0.3181 0.4564 -1.5759 0.89 1.95 -0.24
C -0.7810 1.4396 -2.3701 0.33 -0.44 0.75
N -1.2785 -0.6068 -1.2934 -0.14 -1.50 -1.27
H 0.3413 0.0291 -0.4781 1.32 0.50 0.63
H -0.2088 2.3239 -2.7112 -0.26 -0.84 0.46
H -1.8394 1.4315 -2.6287 -0.10 0.09 -0.45
H -2.1694 -0.2786 -1.5881 -1.59 -0.16 0.19
H -0.9890 -1.3460 -1.9531 -0.38 0.02 0.53
H -1.1277 -0.9909 -0.3170 0.19 0.66 -0.42

Record 2
16
Properties=species:S:1:pos:R:3:forces:R:3 method="wB97M-V/def2-TZVPD" orbital_gap_ha="0.267 / 0.242" total_charge=+1 homo_energy_ev="-12.689 / -12.620" de_lowest_kj_mol=685.1
C 2.0104 -0.3995 -0.4285 -1.01 -0.96 0.84
C -0.6120 0.9233 -0.0517 -2.45 1.00 0.69
C -1.8104 0.0492 -0.6057 -0.28 1.22 0.41
N 0.2120 0.3881 0.9308 3.58 1.18 -2.06
N 3.0544 0.0508 0.1361 -0.24 1.29 1.97
N -2.0279 -0.9674 0.3555 0.22 1.79 -0.73
H 2.0850 -1.1272 -1.2993 -0.08 1.17 0.83
H -1.1545 1.7377 0.6463 0.88 -1.19 -1.25
H -0.0092 1.4621 -0.7893 -0.34 0.07 0.21
H -2.7240 0.6582 -0.7780 0.45 0.08 0.98
H -1.7470 -0.2624 -1.6302 1.31 -0.67 -0.77
H 4.0110 -0.1037 -0.2057 -0.33 0.02 0.14
H 2.9445 0.6263 1.0690 0.27 -1.27 -2.42
H -2.9558 -1.2038 0.5249 -1.12 -1.11 0.57
H -0.0493 -0.3556 1.5314 -1.03 -1.17 0.27
H -1.2271 -1.4760 0.5944 0.15 -1.46 0.31

Record 3
40
Properties=species:S:1:pos:R:3:forces:R:3 method="wB97M-V/def2-TZVPD" orbital_gap_ha=0.325 smiles="CC(C)[NH2+][C@@H]1C=C(c2ccccc2)Oc2ccccc21" total_charge=+1 homo_energy_ev=-11.618 de_lowest_kj_mol=19.6
C 2.9894 -4.2348 -0.7940 -0.12 0.31 -0.10
C 2.1701 -4.0999 0.5078 0.44 0.12 -0.35
C 1.0575 -5.1264 0.5227 -0.68 -0.18 -0.02
N 1.6719 -2.6445 0.6646 0.07 0.23 0.53
C 1.4301 -1.9970 2.1273 -0.37 0.12 0.50
C -0.0236 -1.6504 2.2555 -0.02 -0.16 0.83
C -0.5102 -0.3896 2.4326 0.93 0.33 0.26
C -1.8968 0.0277 2.6825 -1.82 -0.18 0.03
C -2.9225 -0.9454 2.7602 0.15 0.39 -0.11
C -4.2770 -0.5845 2.8616 0.38 -0.01 0.02
C -4.6490 0.7626 2.9169 1.00 0.00 -0.26
C -3.6339 1.7408 2.8727 -0.52 -0.32 0.11
C -2.2944 1.3882 2.7773 0.63 -0.41 -0.16
O 0.3028 0.7165 2.4553 0.62 -1.19 -0.65
C 1.6817 0.5245 2.3956 -0.89 0.89 0.50
C 2.3947 1.7092 2.6487 -0.02 -0.56 -0.31
C 3.7708 1.6347 2.7811 -0.50 0.03 -0.29
C 4.3931 0.3868 2.7341 0.43 -0.65 -0.09
C 3.6647 -0.7905 2.5228 0.37 0.45 -0.04
C 2.2821 -0.7216 2.2634 -0.04 -1.07 0.67
H 3.4788 -5.2409 -0.8168 -0.50 0.88 -0.06
H 2.2950 -4.1217 -1.6651 0.72 -0.20 0.56
H 3.7823 -3.4560 -0.8592 -0.47 -0.55 0.00
H 2.8195 -4.2911 1.3549 0.16 0.30 0.26
H 1.4954 -6.1433 0.5419 -0.11 0.60 -0.06
H 0.3981 -5.0613 1.4064 0.23 0.11 -0.39
H 0.4597 -5.0465 -0.4069 0.12 -0.06 0.53
H 0.7980 -2.4789 0.1157 0.99 0.02 0.32
H 2.4149 -1.9686 0.4385 -0.28 -0.56 -1.11
H 1.7628 -2.8311 2.8197 -0.36 1.06 -0.71
H -0.6663 -2.5044 2.4829 -0.04 0.44 -0.39
H -2.6299 -1.9986 2.7234 -0.38 0.34 -0.03
H -5.0433 -1.3632 2.8758 0.30 0.24 0.06
H -5.6960 1.0536 2.9534 0.23 -0.07 0.06
H -3.9079 2.7965 2.9013 0.12 -0.31 0.05
H -1.5337 2.1729 2.7601 -0.32 -0.30 -0.07
H 1.8317 2.6417 2.7322 0.26 -0.33 -0.01
H 4.3347 2.5542 2.9105 0.04 -0.27 0.11
H 5.4777 0.3315 2.8655 -0.44 -0.06 0.05
H 4.1722 -1.7676 2.6172 -0.32 0.60 -0.28

Record 4
12
Properties=species:S:1:pos:R:3:forces:R:3 method="wB97M-V/def2-TZVPD" orbital_gap_ha="0.395 / 0.205" total_charge=+1 homo_energy_ev="-14.525 / -11.806" de_lowest_kj_mol=317.7
C 0.9931 0.0249 -0.1499 -0.63 -0.14 1.07
N 1.2453 -1.0449 0.5572 2.81 0.70 -0.74
N -2.2034 -0.0997 0.0699 0.52 -2.44 -1.14
N 1.5464 1.1534 -0.5061 -1.91 -1.69 -0.10
O -2.6250 0.9904 0.6660 1.31 0.96 0.03
O -3.2714 -0.7027 -0.5934 -1.59 2.89 1.33
H 0.5761 -1.7464 0.7889 -1.06 -0.10 -0.16
H 2.2335 -1.3917 0.7600 -1.44 0.94 -0.30
H 2.5220 1.2376 -0.5124 1.80 0.50 0.08
H 0.9910 1.7976 -1.0672 0.19 -0.14 0.16
H -3.5437 1.0663 0.8835 -1.55 -0.59 -0.13
H -3.2085 -1.5201 -1.0662 1.55 -0.90 -0.09

Record 5
114
Properties=species:S:1:pos:R:3:forces:R:3 method="wB97M-V/def2-TZVPD" orbital_gap_ha=0.346 total_charge=+1 homo_energy_ev=-12.041 de_lowest_kj_mol=436.8
C -13.7531 -14.6124 -31.3010 -0.23 -4.39 -1.72
C -12.4042 -14.3231 -31.9669 -1.71 -4.30 0.91
C -12.4855 -13.1780 -32.8122 4.02 4.96 1.35
C -12.6116 -11.7389 -31.9087 -0.48 -3.67 -1.13
N -13.0119 -10.4511 -32.7225 2.43 -3.18 0.25
C -11.7955 -10.1383 -33.5453 1.49 3.38 0.17
C -10.8356 -9.2224 -32.6079 0.06 -2.18 -3.13
C -11.8198 -8.5175 -31.6852 -0.17 2.59 -5.21
C -13.0597 -9.3553 -31.7452 2.30 -1.68 3.87
C -14.2261 -10.6563 -33.6165 -0.66 -0.63 4.30
C -15.4574 -10.8453 -32.6964 0.99 -1.57 1.04
C -16.7547 -10.6298 -33.3911 -1.73 3.35 3.39
H -14.5576 -14.8217 -32.1337 1.43 0.02 1.66
H -14.1676 -13.9332 -30.6868 -0.99 3.20 1.83
H -13.6768 -15.4564 -30.5101 -0.12 0.70 -1.74
H -12.1867 -15.3092 -32.5850 -0.15 2.05 0.97
H -11.6469 -14.2852 -31.2070 0.69 0.29 0.26
H -13.2462 -13.0703 -33.4566 -2.73 -0.59 -2.62
H -11.4943 -13.1400 -33.3084 -0.69 0.48 -0.40
H -11.6927 -11.7434 -31.3566 1.05 1.46 -0.33
H -13.2421 -12.0492 -31.0646 -0.99 1.06 -0.62
H -12.0367 -9.3647 -34.3106 -0.49 -1.08 0.07
H -11.2953 -10.9846 -33.9744 -0.23 -0.43 -0.15
H -10.0660 -8.7478 -33.3485 -1.72 -0.11 1.60
H -10.2674 -9.9337 -32.0622 0.78 -0.50 0.76
H -12.0982 -7.4895 -32.2776 1.14 -1.83 2.52
H -11.2955 -8.6117 -30.7804 -0.16 1.37 1.64
H -13.9458 -8.9288 -31.6854 -4.04 2.74 -1.09
H -13.1043 -9.6734 -30.6633 0.01 -1.25 -1.13
H -14.1225 -11.2576 -34.4832 0.58 -1.85 0.26
H -14.3077 -9.7961 -34.1048 -0.43 4.48 -1.59
H -15.4111 -10.4388 -31.6756 0.32 1.07 -0.60
H -15.4056 -11.8626 -32.3380 -0.13 -1.01 -0.42
H -17.6113 -11.1407 -32.8430 1.04 0.85 -0.85
H -16.5743 -11.0287 -34.2943 -0.33 -1.29 -3.71
H -16.9566 -9.4586 -33.4758 0.13 -2.55 -0.06
O -15.2588 -11.3904 -36.7404 -0.25 2.39 -1.08
H -15.0488 -10.4021 -36.7166 -0.36 -1.83 0.32
H -15.5656 -11.4252 -37.6756 0.23 -0.50 0.78
O -17.9778 -13.8398 -32.7992 2.76 0.80 3.02
H -17.2442 -13.4833 -33.3210 -0.38 -0.23 -0.97
H -17.4001 -13.6997 -31.9122 -2.30 -0.74 -1.64
O -9.4559 -8.4093 -36.1165 1.85 4.27 1.19
H -9.1831 -7.3789 -35.9827 -0.51 -3.82 -0.25
H -10.2313 -8.2492 -36.6372 -1.06 -0.46 -0.68
O -18.5744 -8.6292 -31.4033 0.56 0.69 1.28
H -19.0750 -8.6402 -30.5471 0.69 0.07 -1.18
H -17.8032 -8.0269 -31.2534 -1.20 -0.78 -0.07
O -14.3668 -16.9934 -34.3467 0.08 -0.40 0.55
H -14.8585 -17.3901 -33.5810 0.26 0.95 -1.45
H -14.8962 -16.4535 -34.9507 -0.53 -0.51 0.83
O -11.5241 -17.3126 -29.5607 -0.28 -4.30 2.46
H -11.2307 -18.0556 -28.8014 -0.88 2.89 -3.06
H -12.3299 -17.7819 -29.9372 1.29 1.00 0.56
O -9.5436 -6.9150 -28.9806 -3.85 3.51 4.79
H -9.6353 -7.0201 -27.9602 0.16 0.56 -2.64
H -9.0063 -7.5814 -29.1780 3.76 -4.30 -1.78
O -11.4407 -10.9592 -28.6281 0.04 1.77 -0.10
H -10.8953 -10.2341 -28.2419 -0.56 -1.05 -0.36
H -11.1202 -11.7694 -28.2585 0.49 -0.68 0.33
O -12.0741 -15.8744 -35.5928 -1.87 -0.92 0.14
H -12.2183 -16.2503 -36.4711 0.67 0.23 -0.26
H -12.9141 -16.2483 -35.1815 1.54 0.63 0.29
O -14.9367 -12.7337 -28.1872 -4.44 -9.72 -3.62
H -15.0462 -13.5133 -27.5431 0.49 2.00 -1.45
H -14.5979 -12.0788 -27.7914 4.14 7.75 5.02
O -20.2934 -9.2403 -33.6377 -3.00 2.59 -2.58
H -19.5756 -9.1281 -33.1201 3.72 1.23 3.07
H -20.3291 -10.1393 -33.7013 -0.86 -4.14 -0.20
O -8.9730 -13.8497 -30.2298 -0.64 1.17 3.98
H -9.0103 -14.5196 -30.8313 -0.23 -3.56 -2.22
H -8.7314 -13.1116 -30.7287 0.61 2.20 -1.18
O -10.2993 -4.9737 -30.7784 -0.18 -1.22 2.78
H -11.2560 -5.0038 -30.9309 0.31 0.02 -0.28
H -10.2117 -5.4435 -29.8524 0.05 1.29 -2.88
O -12.9865 -5.0019 -31.7471 1.87 -6.49 -3.78
H -13.3379 -4.2739 -31.4362 -2.96 5.95 2.31
H -13.4479 -5.2371 -32.5987 0.79 0.65 1.47
O -20.3498 -12.4762 -32.5060 0.85 2.39 -0.30
H -19.4620 -12.8410 -32.4453 0.11 -0.68 -0.17
H -20.9879 -13.1357 -32.3832 -1.09 -1.57 0.27
O -12.6401 -11.8172 -36.2259 1.09 5.39 1.59
H -13.5229 -12.0017 -36.1610 -3.15 -1.77 -0.52
H -12.0372 -12.4151 -36.4909 2.39 -3.68 -1.34
O -16.7272 -13.2251 -30.2628 1.60 -1.36 -3.78
H -17.2651 -12.9702 -29.5819 -1.68 1.15 2.86
H -15.8016 -13.0671 -30.0745 -0.09 0.20 0.78
O -9.4072 -16.3931 -31.3214 10.25 5.25 -8.53
H -10.0673 -16.7004 -30.9304 -9.52 -4.17 4.65
H -9.4565 -16.1620 -32.3713 -0.90 -1.12 4.11
O -8.7584 -13.3783 -34.4233 -6.20 1.04 3.96
H -8.0559 -13.7659 -34.7651 5.36 -2.57 -2.74
H -9.1714 -14.1555 -33.9044 0.81 1.67 -1.34
O -19.0596 -8.8792 -36.2113 0.04 -2.38 2.00
H -19.1988 -9.5667 -35.4588 -0.23 2.43 -1.18
H -18.6898 -9.5085 -36.8279 0.25 0.15 -1.00
O -12.0830 -15.3698 -27.7097 1.09 -0.22 -0.98
H -11.5422 -14.5128 -27.7530 -0.77 -2.60 -0.44
H -11.7625 -16.1641 -28.3310 -0.51 3.20 1.40
O -15.8767 -13.8337 -34.7151 1.04 3.07 0.72
H -16.3099 -13.2245 -35.3229 0.26 0.74 0.00
H -16.1886 -14.6051 -35.0719 -1.18 -3.56 -0.93
O -15.3528 -8.1406 -29.1732 3.67 0.99 1.96
H -15.5657 -7.5959 -29.9458 0.62 0.24 0.50
H -14.4133 -7.7747 -28.6872 -4.22 -1.20 -2.52
O -11.9295 -8.7866 -37.1664 8.20 8.52 -5.81
H -12.5922 -8.4751 -36.7534 -7.44 4.71 4.55
H -12.0603 -9.5844 -37.0618 -1.09 -13.36 1.14
O -9.7384 -15.9458 -34.0084 5.97 6.99 6.60
H -10.4190 -15.9393 -34.4909 -9.48 1.32 -6.15
H -9.5115 -16.7532 -34.1363 3.47 -8.59 -0.89
O -8.5105 -11.8963 -32.0201 2.74 1.44 1.08
H -8.7369 -12.2919 -32.8492 0.09 -0.52 -1.35
H -7.5018 -11.7223 -32.0677 -2.62 -0.45 -0.04